The following is a quantum chemistry calculation of an isolated molecule of C6H7N3O2S in a non-equilibrium geometry, from the OMol25 dataset.

```
19
Properties=species:S:1:pos:R:3
C 0.8200 0.6741 0.2183
C 1.9201 -0.0589 0.0057
C 0.6894 -2.0969 0.0529
C -3.9517 0.6205 -0.0040
C -2.6330 -0.0608 0.1378
C 3.3184 0.4446 -0.1699
N -0.3926 0.0984 0.1893
N 1.8015 -1.4835 -0.1599
N -1.5468 0.6472 0.0895
O -3.8998 1.9904 0.1645
O -5.0052 0.0903 -0.0627
S -0.2197 -3.4079 -0.0263
H 0.9053 1.7132 0.3930
H -2.4838 -1.1138 0.2366
H 3.7752 -0.0283 -0.9011
H 3.2498 1.4689 -0.5848
H 4.0291 0.3254 0.6420
H 2.7194 -2.0901 0.0109
H -3.0955 2.2673 -0.2320
```

Values from the calculation:
- M: 185.21 g/mol
- Charge: 0
- HOMO-LUMO gap: 6.1557 eV
- E_HOMO: -7.59 eV
- Relative energy (zero: lowest compared OMol25 entry of this formula, charge and spin): 70.9 kcal per mole

Atomic partial charges in e from the Mulliken method, atoms 1 to 6:
1. C -0.212
2. C 0.247
3. C 0.327
4. C 0.193
5. C 0.214
6. C -1.518